Below is C24H48N2O7S as an isolated structure at a distorted geometry, with properties calculated with ωB97M-V/def2-TZVPD.

Computed properties:
Orbital gap, eV: 8.10
Energy, eV: -53790.999
Total charge: 0
E_LUMO, eV: 0.1972
Spin multiplicity: 1
Maximum force, eV/A: 11.93

CARTESIAN COORDINATES (ANGSTROEM)
C 2.2149 1.9232 -0.8171
C 1.1631 2.4987 -1.5840
N 0.3874 2.9321 -2.3224
H 2.2542 2.3312 0.1929
H 3.1920 2.1242 -1.2563
H 1.9303 0.8981 -0.5800
C -0.1953 -4.2720 -1.1191
C -1.2154 -3.2283 -1.1171
N -1.9967 -2.4015 -1.0822
H 0.0608 -4.5553 -0.0982
H 0.7155 -3.8529 -1.5469
H -0.4461 -5.2073 -1.6194
C -3.4892 1.1037 -2.8739
S -3.1065 1.8329 -1.2574
O -2.1947 0.7903 -0.6192
C -2.0649 3.2843 -1.7973
H -3.9761 1.7841 -3.5725
H -4.1908 0.2825 -2.7272
H -2.5981 0.6297 -3.2854
H -1.5962 3.8416 -0.9862
H -2.7704 3.8322 -2.4218
H -1.3013 2.9724 -2.5098
C 2.2722 -0.9075 4.4760
C 2.4597 -2.0193 3.4501
O 2.9061 -3.0941 3.8583
C 2.1480 -1.7635 1.9241
H 2.3679 -1.3993 5.4441
H 1.2479 -0.5406 4.4103
H 3.0110 -0.1067 4.5081
H 3.0484 -2.0101 1.3615
H 1.6877 -0.8305 1.5992
H 1.4829 -2.5511 1.5699
C -3.4684 -1.5673 -1.0918
C -4.5594 -0.5975 -0.8186
O -5.4947 -0.4557 -1.6438
C -4.4699 0.2126 0.5196
H -2.7025 -0.9873 -1.6067
H -3.8564 -2.3039 -1.7954
H -3.3058 -2.0782 -0.1428
H -3.8272 1.0833 0.3898
H -4.0999 -0.3052 1.4046
H -5.5216 0.4847 0.6091
C -1.2584 1.5582 2.2531
C -0.9571 2.8047 3.0244
O -1.8216 3.6953 3.2247
C 0.5007 2.9108 3.5392
H -0.3080 1.1466 1.9134
H -1.9344 1.7558 1.4212
H -1.6828 0.9107 3.0203
H 1.1705 3.2721 2.7587
H 0.8662 1.9177 3.8004
H 0.6573 3.5815 4.3840
C 3.8046 -0.4426 0.4670
C 4.5885 0.8059 0.6709
O 4.0415 1.8406 0.9491
C 6.0995 0.7914 0.6526
H 3.0325 -0.1961 -0.2618
H 3.3528 -0.8323 1.3792
H 4.3628 -1.2953 0.0804
H 6.5137 1.7639 0.3865
H 6.4095 -0.0371 0.0158
H 6.4922 0.5359 1.6368
C 1.1391 -1.0202 -0.2821
C 0.0796 -0.5421 0.7438
O 0.4853 -0.1296 1.8328
C -1.3203 -0.5674 0.3701
H 1.2436 -0.1850 -0.9746
H 0.6615 -1.8326 -0.8297
H 2.1086 -1.2313 0.1693
H -1.5508 -0.3735 -0.6774
H -1.8863 0.1409 0.9751
H -1.7023 -1.5440 0.6676
C -0.6228 -1.8931 -3.5781
C 0.0707 -0.7060 -2.9668
O 1.2901 -0.6188 -3.0834
C -0.7672 0.4827 -2.5783
H -1.4058 -2.2549 -2.9116
H 0.1286 -2.6797 -3.6471
H -0.9920 -1.6509 -4.5747
H -1.6876 0.1812 -2.0781
H -1.0930 1.0416 -3.4555
H -0.2112 1.0879 -1.8624

Atomic forces in eV per Å
-0.40 0.51 1.19
-0.43 1.53 -1.62
3.07 0.43 0.57
-0.17 0.48 -0.26
-0.27 -0.47 -0.16
0.82 1.05 -0.60
0.49 -0.13 0.37
1.28 -3.04 0.50
9.46 -7.15 -1.35
-0.11 0.16 0.17
0.01 -0.13 -0.18
-0.33 0.33 -0.25
-0.42 -0.27 -0.96
0.29 3.08 -2.38
-4.19 8.21 -1.84
-1.57 -1.17 -1.05
0.22 0.33 0.23
0.07 0.62 -0.04
-1.24 0.85 -0.38
-0.49 -0.17 0.07
-0.22 0.58 0.50
-0.77 -0.06 0.55
-0.50 -0.81 0.45
0.99 -0.62 -0.11
-0.83 1.41 -1.18
0.84 -4.31 2.98
-0.04 -0.04 0.03
0.11 0.44 -0.16
-0.10 0.11 -0.70
-0.68 -1.91 1.05
1.96 -0.88 2.09
-0.48 -0.28 0.56
-6.69 3.20 -0.15
-3.07 0.06 -0.36
1.32 0.19 2.52
-1.66 -0.44 -0.89
-2.02 1.06 0.07
-0.32 0.14 -0.18
-1.33 1.11 0.94
-1.21 -0.63 0.98
-0.13 -0.49 -0.28
0.10 0.45 0.68
-0.03 2.28 0.69
-1.58 2.85 0.58
2.53 -2.20 -0.37
-0.53 -0.02 0.10
-1.41 1.07 0.48
-0.19 0.31 0.56
-0.14 -0.47 -0.28
-0.16 -0.02 -0.35
-0.03 -0.07 0.03
-0.45 0.01 -0.01
2.28 1.61 -1.25
1.45 -0.23 0.83
-0.30 0.72 0.62
-0.03 -0.79 -0.27
1.30 -0.03 0.45
1.39 2.60 -0.69
0.38 0.14 -0.21
-0.11 -0.18 -0.19
0.42 0.30 -0.28
-0.22 0.02 0.25
-2.29 -0.05 -0.06
0.97 -0.51 -0.43
-1.04 -0.08 -0.96
1.93 -3.12 3.78
-0.45 -1.11 -0.17
0.50 0.04 0.00
-1.95 -0.55 -1.53
2.08 -2.60 1.30
0.75 -1.29 0.19
0.39 -0.08 0.43
0.24 -0.48 0.57
0.86 1.05 -2.75
-0.79 -0.12 0.55
1.17 -1.90 0.41
-0.03 0.41 -1.21
-0.03 -0.08 -0.33
-0.05 0.11 0.04
1.49 -0.37 -1.15
1.05 0.06 -0.09
-0.74 -0.60 -0.70

Below is C7H22B3BrN5O6P as an isolated structure at a distorted geometry, with properties calculated with ωB97M-V/def2-TZVPD.

Computed properties:
Orbital gap, eV: 8.12
Energy, eV: -108722.064
Total charge: 0
E_LUMO, eV: -0.3053
Spin multiplicity: 1
Maximum force, eV/A: 2.89

CARTESIAN COORDINATES (ANGSTROEM)
C -1.2311 2.7083 -2.4487
C -0.3549 2.3755 -3.7109
C -0.4063 0.8793 -4.1200
C 0.1558 -0.0811 -3.0266
N 1.5588 0.2364 -2.6601
B 1.6586 0.6025 -1.2444
O 2.1764 1.8844 -0.8981
B 2.7481 1.9262 0.3785
Br 3.6739 3.4997 1.1381
O 2.6469 0.7913 1.2279
B 1.3177 0.3174 0.9564
P -0.1012 0.6459 2.2093
C -1.4209 -0.6673 2.0643
O -0.8515 2.0706 1.5892
O 1.1799 -0.3413 -0.3041
H -1.6398 1.7760 -2.0240
H -2.0560 3.3748 -2.7475
H -0.5961 3.2142 -1.7005
H 0.6900 2.6707 -3.4975
H -0.6770 3.0189 -4.5504
H -1.4596 0.5703 -4.2770
H 0.1020 0.7456 -5.0942
H -0.5231 0.0282 -2.1601
H 0.0884 -1.1135 -3.4180
H 1.9341 0.9748 -3.2422
H -1.3138 -1.4203 2.8593
H -1.4565 -1.0904 1.0468
H -2.3823 -0.1557 2.2545
H -0.6823 2.0849 0.6442
C 5.6309 -2.4770 2.1581
O 6.0032 -3.6245 2.3495
N 4.3465 -2.1690 1.8217
N 6.4705 -1.4072 2.2653
H 4.0207 -1.2339 1.6599
H 3.7015 -2.9313 1.7344
H 7.4233 -1.5966 2.5116
H 6.1865 -0.4583 2.1136
C -5.4164 -1.6776 2.0956
O -4.4644 -1.0270 1.6893
N -5.9866 -1.4563 3.3135
N -5.9840 -2.6767 1.3628
H -6.7662 -1.9762 3.6669
H -5.5926 -0.7273 3.8779
H -5.5877 -2.8649 0.4614
H -6.7635 -3.2228 1.6743

Atomic forces in eV per Å
0.57 -0.14 -0.67
-0.12 0.02 0.29
-0.09 0.07 0.20
-0.31 0.07 -1.15
-0.62 1.08 1.92
-0.02 -1.26 -2.18
0.56 -0.83 1.76
0.59 -0.21 0.41
-0.56 -0.93 -0.77
-1.75 1.48 -1.12
0.81 -1.62 -1.23
-1.10 0.61 1.98
0.19 0.68 -0.77
1.11 -1.34 -0.05
0.55 2.65 1.02
-0.01 0.50 -0.01
0.25 -0.31 0.39
-0.49 -0.15 -0.15
-0.41 -0.16 -0.16
0.15 -0.43 0.28
0.42 0.22 0.00
-0.04 -0.06 0.50
0.47 -0.40 -0.26
-0.06 0.41 0.34
-0.04 -0.14 -0.14
0.24 0.18 -0.46
-0.17 -0.16 0.54
0.47 -0.17 -0.17
-0.45 0.31 -0.34
0.10 -0.37 0.07
-0.07 0.25 -0.04
-0.29 0.05 -0.08
0.22 0.16 0.02
0.03 0.03 0.02
0.03 -0.03 -0.01
0.00 -0.02 0.00
-0.05 -0.01 0.01
0.22 0.17 -0.09
-0.28 -0.15 0.07
-0.01 0.10 0.20
-0.02 -0.14 -0.19
-0.01 -0.03 -0.03
0.00 0.01 -0.01
0.01 0.01 0.00
-0.01 0.01 0.04

Below is a 2-piece molecular cluster, C7H5NO2 overall at a distorted geometry, with properties calculated with ωB97M-V/def2-TZVPD.

Computed properties:
Orbital gap (alpha / beta), eV: 8.23 / 7.39
Energy, eV: -12913.961
Total charge: 0
E_LUMO (alpha / beta), eV: -0.3464 / -0.6993
Spin multiplicity: 1
Maximum force, eV/A: 4.86

CARTESIAN COORDINATES (ANGSTROEM)
C 1.4926 -0.5058 0.2106
C 1.2356 -0.2468 -1.0753
C -0.6957 -1.7355 0.5011
C -0.9003 -1.5871 -0.8062
C 0.0269 -0.4403 0.6550
C -0.2559 -0.1960 -0.9621
C -0.7677 0.6416 0.1502
N -0.1118 2.7962 0.7445
O 0.8592 3.3320 0.2267
O -0.7965 3.0715 1.6333
H 2.2203 -1.0895 0.7665
H 1.8051 -0.0149 -2.0112
H -1.0269 -2.5769 1.1764
H -1.3233 -2.3130 -1.5533
H -1.7615 0.8646 0.3437

Atomic forces in eV per Å
-0.68 -0.65 -0.59
1.43 0.93 -0.62
-1.54 -1.52 0.33
-0.86 -0.92 -0.88
1.14 -0.56 0.69
-0.53 -0.33 0.38
2.03 1.69 -0.62
2.45 -2.30 -3.51
-1.58 -0.48 1.01
-1.30 1.28 2.12
0.45 0.97 -0.01
-0.37 -0.53 1.17
0.69 1.25 -0.55
0.36 1.15 0.66
-1.69 0.04 0.44

Below is C4H4N6O2 as an isolated structure at a distorted geometry, with properties calculated with ωB97M-V/def2-TZVPD.

Computed properties:
Orbital gap, eV: 9.67
Energy, eV: -17245.571
Total charge: 0
E_LUMO, eV: 0.4408
Spin multiplicity: 1
Maximum force, eV/A: 2.43

CARTESIAN COORDINATES (ANGSTROEM)
C 2.2567 -0.3885 -0.0678
C 0.2490 -0.2671 -0.0308
C -1.1591 -0.5842 0.0006
C -2.2200 0.3931 -0.0075
H 4.2430 -0.1306 0.3270
H 3.7558 -1.7495 -0.0270
H -1.2824 2.2776 -0.0798
H -3.0227 2.2365 0.0647
N 3.5596 -0.7457 -0.0523
N 1.2284 -1.1900 -0.1067
N 0.6099 1.0308 0.0813
N -1.6899 -1.7512 0.0086
N -3.3733 -0.2168 0.0282
N -2.1640 1.7503 -0.1425
O 2.0210 0.9130 0.0166
O -3.0119 -1.5776 -0.0126

Atomic forces in eV per Å
1.66 -0.23 0.41
-0.47 1.94 0.47
-0.41 1.43 -0.14
-0.48 0.65 -0.22
0.23 0.37 0.11
-0.17 0.81 0.03
-0.79 -0.86 0.12
0.17 0.02 -0.09
-0.28 -1.35 -0.41
0.37 0.76 -0.15
-0.16 -2.38 -0.47
-0.23 -0.66 -0.21
1.03 -0.93 -0.26
0.67 0.49 0.21
-0.61 -0.20 0.10
-0.54 0.13 0.50

- Among the records above, which one has the lowest maximum force?
  C4H4N6O2